{"formula": "C5H13N2O", "method": "wB97M-V/def2-TZVPD", "species": ["C", "C", "C", "C", "N", "N", "C", "O", "H", "H", "H", "H", "H", "H", "H", "H", "H", "H", "H", "H", "H"], "coordinates": [[-0.1013, -1.8439, 0.1299], [-0.1745, -0.3281, 0.2129], [-1.2648, 0.2686, -0.7323], [-0.9398, 0.0709, -2.1915], [0.0872, 0.9372, -2.7626], [-0.4193, 0.1783, 1.5641], [0.8979, 0.5131, 2.3289], [2.0163, 0.3986, 1.6083], [0.5800, -2.2944, 0.8466], [0.3303, -2.1137, -0.8440], [-1.1075, -2.2659, 0.1909], [0.7305, 0.2028, -0.0771], [-2.2749, -0.0942, -0.4556], [-1.4466, 1.3021, -0.4136], [-1.8051, 0.0492, -2.8690], [-0.5816, -0.9541, -2.3556], [-0.1199, 1.8879, -2.5126], [0.9797, 0.7455, -2.3246], [-0.8891, -0.5288, 2.1252], [0.9702, -0.1528, 3.2297], [0.7117, 1.5559, 2.6736]], "forces_ev_per_angstrom": [[0.6, 0.2, -1.0], [-1.2, 1.3, 0.5], [-0.7, -0.3, 1.1], [-0.1, -0.9, -0.9], [0.1, 0.0, -0.1], [0.2, -0.4, 0.4], [1.1, 0.1, -0.5], [-0.4, 0.1, -0.1], [-0.1, 0.2, 0.4], [-0.3, -0.2, 0.0], [0.0, -0.2, 0.2], [0.6, -0.6, 0.0], [0.3, -0.7, -0.3], [0.8, 0.3, -0.5], [-0.2, 0.6, 0.3], [0.1, 0.1, 0.3], [-0.1, 0.5, 0.1], [0.0, -0.1, 0.1], [0.0, 0.0, -0.3], [-0.7, 0.1, 0.1], [0.0, 0.0, 0.3]], "homo_ev": -2.42, "e_tot_ev": -10422.775, "relative_energy_ev": 0.9234, "smiles": "C[C@@H](CCN)NC[O-]", "total_charge": -1}

{"formula": "C5H13N2O", "method": "wB97M-V/def2-TZVPD", "species": ["C", "N", "C", "N", "C", "C", "C", "O", "H", "H", "H", "H", "H", "H", "H", "H", "H", "H", "H", "H", "H"], "coordinates": [[0.4336, 1.1195, 0.6124], [-0.1217, 0.6969, -0.7079], [-1.4840, 0.0408, -0.2724], [-1.9465, -0.0864, 1.0572], [1.0337, -0.1238, 1.2415], [1.7756, -1.0609, 0.2876], [3.1101, -0.5466, -0.4387], [4.0404, 0.1136, 0.3820], [-0.3487, 1.8248, 1.0783], [1.1149, 1.8880, 0.1248], [-0.4345, -0.5637, -0.4781], [-7.1775, 1.0772, -2.3716], [-2.1580, 0.1501, -1.0511], [-7.2730, 2.0661, -2.2834], [-2.3488, -0.9389, 1.1615], [1.8533, 0.2935, 1.9718], [0.2959, -0.9469, 1.5043], [1.0680, -1.5453, -0.5629], [2.1555, -1.9359, 0.9504], [3.5023, -1.5566, -0.8162], [2.9094, 0.0344, -1.3895]], "forces_ev_per_angstrom": [[-0.4, 1.9, -3.4], [-3.1, 0.3, 1.9], [1.6, -0.6, 2.2], [1.9, 4.0, -1.5], [1.6, 0.0, 1.1], [1.5, -1.0, -1.8], [1.0, -0.1, 0.9], [-1.4, -0.9, -0.9], [1.0, -1.8, 0.4], [0.6, -1.0, 1.6], [-0.4, -0.4, -0.9], [-0.4, 4.5, 0.4], [-1.3, -0.2, -2.0], [0.4, -4.5, -0.4], [-1.8, -3.1, 0.2], [-1.6, -1.5, -0.6], [0.2, 2.2, 1.3], [1.5, 1.0, 1.9], [-0.7, 1.2, -0.9], [0.0, 0.5, -0.1], [-0.4, -0.2, 0.6]], "multiplicity": 2, "homo_ev": [2.15, 0.83], "e_tot_ev": -10412.301, "s_squared": 0.76, "relative_energy_ev": 6.8669, "total_charge": -2}

{"formula": "C5H13N2O", "method": "wB97M-V/def2-TZVPD", "species": ["C", "C", "C", "C", "C", "N", "N", "O", "H", "H", "H", "H", "H", "H", "H", "H", "H", "H", "H", "H", "H"], "coordinates": [[1.5561, 0.2429, -0.9658], [1.4285, -1.2707, -0.6973], [-0.2113, 0.3231, 0.4072], [0.4092, 0.5948, 1.9917], [-2.5026, 0.8330, -0.3859], [0.2745, 0.8187, -0.7350], [0.3335, -1.4447, 0.2392], [-1.5325, 0.4837, 0.5940], [2.3766, 0.9461, -0.5015], [1.7770, 0.3800, -2.0482], [1.2440, -1.7080, -1.6207], [2.3192, -1.6831, -0.1899], [-0.1836, 1.4540, 2.1334], [1.4596, 0.6356, 2.0004], [-0.0680, -0.3409, 2.4146], [-2.6155, 0.1897, -1.1921], [-2.4574, 1.7609, -0.9919], [-3.4502, 0.7844, 0.1039], [-0.3696, 0.8182, -1.5890], [-0.4574, -2.0266, -0.1102], [0.6697, -1.7910, 1.1430]], "forces_ev_per_angstrom": [[2.5, 2.3, -1.7], [1.7, 0.7, 2.2], [-1.2, 1.0, 3.1], [-2.9, -2.9, -4.1], [-0.4, 1.1, -0.5], [-0.6, 0.2, -1.9], [-1.4, -0.4, 0.0], [0.1, -0.3, 0.3], [-1.4, -2.1, -0.1], [0.0, -0.2, 0.7], [-0.3, -1.2, -1.4], [-0.2, 0.1, -0.8], [0.0, 1.2, 1.1], [1.2, 0.2, 0.3], [0.8, 1.5, 0.4], [0.3, -2.3, -1.3], [0.8, 0.4, 1.4], [-0.4, 0.3, 0.6], [1.0, 0.0, 1.9], [0.9, 0.5, 0.5], [-0.5, 0.0, -0.5]], "homo_ev": -14.46, "e_tot_ev": -10414.907, "relative_energy_ev": 3.2889, "total_charge": 1}

{"formula": "C5H13N2O", "method": "wB97M-V/def2-TZVPD", "species": ["C", "C", "N", "N", "H", "H", "H", "H", "H", "H", "H", "C", "O", "C", "C", "H", "H", "H", "H", "H", "H"], "coordinates": [[-0.5763, 0.7402, 2.5637], [-1.5589, 0.7568, 1.6151], [-2.8878, 1.0293, 1.8520], [0.8035, 0.4544, 2.1590], [-0.7122, 0.8983, 3.6287], [-1.2905, 0.5685, 0.5637], [-3.5087, 0.5733, 1.1764], [-3.2120, 0.8950, 2.7878], [1.1894, -0.3680, 2.6496], [1.4212, 1.2329, 2.3642], [0.8618, 0.2511, 1.0739], [1.6785, -0.7227, -1.5256], [0.9490, -0.0308, -0.4350], [0.7045, -1.3293, -2.4892], [0.4212, -0.7303, -3.6513], [2.3110, -1.4850, -1.0233], [2.3129, 0.0218, -2.0072], [0.2235, 0.4281, -0.8978], [0.2387, -2.2513, -2.1749], [-0.2907, -1.1518, -4.3285], [0.9220, 0.2195, -3.9015]], "forces_ev_per_angstrom": [[-1.1, -0.1, -0.9], [0.9, 0.0, 1.1], [0.3, -0.8, -1.2], [0.0, -0.6, -0.8], [-0.1, 0.0, -0.3], [-0.3, 0.1, 0.6], [0.3, 0.5, 0.4], [-0.1, 0.1, 0.5], [-0.2, 0.3, -0.2], [0.2, 0.2, 0.0], [0.2, 0.1, 1.2], [0.3, -0.3, 0.6], [-0.4, 0.0, -1.0], [0.2, 0.6, -0.3], [0.6, 0.2, 1.0], [-0.4, 0.5, -0.3], [0.0, -0.1, 0.0], [0.4, -0.1, 0.2], [-0.1, -0.1, -0.1], [-0.2, -0.1, -0.4], [-0.3, -0.6, -0.1]], "homo_ev": -12.79, "e_tot_ev": -10415.845, "relative_energy_ev": 2.3510, "total_charge": 1}

{"formula": "C5H13N2O", "method": "wB97M-V/def2-TZVPD", "species": ["C", "C", "C", "C", "C", "N", "N", "O", "H", "H", "H", "H", "H", "H", "H", "H", "H", "H", "H", "H", "H"], "coordinates": [[2.3834, 0.9146, -0.2719], [-2.6771, -0.0785, 0.2048], [-0.7700, 0.9676, -1.1198], [1.8937, -1.4096, 0.6168], [-1.3445, 0.5396, 0.1686], [2.4745, -0.4296, -0.3241], [-0.5276, 0.6195, 1.1633], [1.8984, 1.5456, 0.6399], [2.8819, 1.2948, -1.1412], [-2.8097, -0.7554, -0.5334], [-3.0339, -0.4237, 1.2180], [-3.4264, 0.5703, 0.0260], [-1.3459, 0.7538, -1.9070], [-0.3814, 1.9474, -1.1135], [0.1197, 0.5476, -1.3970], [2.2732, -2.3488, 0.2740], [2.4141, -1.2560, 1.6923], [0.7182, -1.2943, 0.7248], [0.5915, 0.9192, 1.0929], [-0.6381, 0.5669, 2.1561], [2.6942, -0.7197, -1.2726]], "forces_ev_per_angstrom": [[1.0, -2.3, 0.0], [1.1, 0.2, 4.6], [0.1, 0.6, 2.0], [-0.1, 1.7, 2.4], [1.4, -0.4, 0.6], [-0.8, 0.2, -0.4], [2.6, 1.2, 0.2], [-0.8, 0.8, 0.9], [0.2, 1.2, -0.5], [0.0, -2.6, -2.2], [1.0, -0.2, -1.0], [-2.3, 3.0, -1.1], [-2.7, -0.2, -2.9], [-0.5, 1.8, 0.2], [2.4, -2.2, 0.0], [-0.5, -0.8, -0.1], [-1.4, -0.2, -2.4], [2.7, -0.7, -0.4], [-2.0, 0.1, -0.9], [-1.6, -0.8, 0.5], [0.2, -0.5, 0.5]], "homo_ev": -14.27, "e_tot_ev": -10415.780, "relative_energy_ev": 2.4158, "total_charge": 1}

{"formula": "C5H13N2O", "method": "wB97M-V/def2-TZVPD", "species": ["O", "C", "N", "C", "C", "N", "C", "C", "H", "H", "H", "H", "H", "H", "H", "H", "H", "H", "H", "H", "H"], "coordinates": [[-1.0784, -0.6499, 2.2747], [-1.1731, -0.1748, 1.2253], [-1.2837, 0.5666, 0.2276], [-4.2593, 0.7554, 0.8376], [1.4957, -0.3380, -0.7023], [2.3105, 0.0099, -1.7744], [2.6759, 1.3789, -1.9347], [1.6717, -1.7782, -0.2040], [-4.9890, 1.2388, 0.1884], [-3.3306, 0.2488, 0.4724], [-4.0159, 1.3935, 1.6835], [-4.7909, -0.1923, 1.1703], [0.4628, -0.2626, -1.1167], [-0.1522, 0.5936, 0.7258], [1.5561, 0.3808, 0.1413], [3.3461, 1.6037, -1.0815], [3.2480, 1.4998, -2.8497], [1.7657, 1.9935, -1.9481], [2.6184, -1.8224, 0.3285], [1.6685, -2.4478, -1.0603], [0.8931, -2.0794, 0.4966]], "forces_ev_per_angstrom": [[-0.3, -0.7, -0.5], [-1.7, -1.0, 2.9], [2.8, -0.5, 0.1], [-0.7, 0.5, 1.0], [0.4, -0.3, 0.7], [-0.4, 1.1, 0.3], [0.4, -1.5, -0.8], [0.2, -0.1, -0.3], [0.3, 0.0, -0.3], [-0.2, 0.0, -0.2], [0.1, 0.1, -0.1], [0.3, -0.2, -0.3], [0.2, 0.0, -0.6], [-1.3, 2.2, -2.1], [0.1, 0.3, -0.4], [-0.3, 0.3, 0.2], [0.0, 0.0, -0.1], [0.0, 0.2, 0.5], [0.1, -0.2, -0.1], [0.1, -0.2, 0.1], [-0.1, 0.2, -0.1]], "multiplicity": 2, "homo_ev": [-20.34, -19.50], "e_tot_ev": -10395.588, "s_squared": 0.95, "relative_energy_ev": 9.7833, "total_charge": 2}

{"formula": "C5H13N2O3P", "method": "wB97M-V/def2-TZVPD", "species": ["C", "C", "C", "C", "C", "N", "N", "O", "O", "O", "P", "H", "H", "H", "H", "H", "H", "H", "H", "H", "H", "H", "H", "H"], "coordinates": [[0.3052, 1.9332, 1.2655], [1.2999, -0.0524, -2.2881], [1.0490, 0.8457, 0.4722], [0.8003, -0.9693, -1.1016], [0.0490, -0.2108, -0.0712], [-1.4338, -2.1038, 1.5729], [-0.0642, -1.7987, 1.6516], [-1.7051, 1.6358, -0.9923], [-2.4799, -0.7391, -0.9564], [-2.2336, 0.4429, 1.2679], [-1.7732, 0.3535, -0.1955], [0.7683, 2.2607, 2.2241], [-0.6701, 1.5505, 1.4054], [0.2234, 2.8156, 0.6380], [1.9309, 0.7634, -1.9766], [0.4348, 0.4345, -2.8033], [1.8231, -0.6240, -3.0767], [1.5815, 1.3300, -0.3658], [1.9516, 0.5247, 0.9460], [1.6965, -1.4900, -0.5854], [0.1064, -1.7011, -1.5497], [-1.6881, -2.8641, 0.9260], [-1.9842, -1.2643, 1.2951], [0.0124, -1.0728, 2.2978]], "forces_ev_per_angstrom": [[1.7, 0.7, 0.1], [-1.1, -0.6, -0.6], [-1.1, 1.1, -0.5], [0.5, -0.7, -0.8], [1.6, 0.7, 1.8], [-0.1, -0.6, 0.6], [-0.9, -1.2, -3.3], [0.5, 0.7, 0.3], [-0.1, -1.1, -0.2], [0.1, 0.3, -0.3], [-0.3, -0.2, -1.0], [-0.1, -0.4, -0.3], [-1.0, 0.1, 0.9], [-0.2, 0.2, 0.0], [0.4, 0.1, 0.1], [0.4, -0.4, 0.6], [0.0, 0.0, 0.4], [-0.8, 0.1, 0.0], [0.4, -1.3, 1.1], [-1.2, 0.6, -0.9], [0.5, -0.1, 0.2], [1.0, 0.6, 0.2], [0.0, -0.3, 0.8], [-0.3, 1.7, 1.2]], "homo_ev": [0.77, 0.22], "e_tot_ev": -23805.002, "total_charge": -2}

{"formula": "C5H13N2OS4", "method": "wB97M-V/def2-TZVPD", "species": ["C", "C", "C", "C", "C", "N", "N", "O", "S", "S", "S", "S", "H", "H", "H", "H", "H", "H", "H", "H", "H", "H", "H", "H", "H"], "coordinates": [[0.4329, -0.2069, -1.0284], [-3.2354, -0.5351, 0.4506], [0.1770, -3.1298, -0.1669], [3.4366, 1.2229, 0.9107], [-0.7610, 2.5074, -1.0855], [-0.6913, -0.7724, -0.5042], [1.5345, -0.3759, -0.3836], [-0.5769, 1.2916, 1.1541], [-2.2365, 0.0142, -0.8912], [-0.4314, -1.7727, 0.8773], [3.0728, 0.5354, -0.7139], [-1.6234, 1.9374, 0.3424], [-2.5938, -0.6504, 1.3074], [-3.6728, -1.5205, 0.2978], [-4.0836, 0.2345, 0.5692], [1.0687, -2.8142, -0.5431], [-0.6318, -3.1719, -0.9902], [0.3136, -4.0595, 0.3109], [3.0108, 2.1028, 1.1182], [4.5449, 1.4082, 0.9083], [3.1514, 0.4602, 1.7029], [-1.4333, 3.0621, -1.7244], [-0.2682, 1.8074, -1.7941], [0.0158, 3.1276, -0.7132], [1.4805, -0.7025, 0.5891]], "forces_ev_per_angstrom": [[-0.7, 1.5, -2.0], [-1.8, 0.2, 0.2], [-3.9, 0.4, -1.0], [2.0, -4.0, 0.2], [-0.2, 0.4, -1.4], [-0.5, 0.4, 0.7], [1.4, 1.1, 0.8], [-0.7, 0.6, 0.3], [2.0, -0.7, 0.2], [-0.9, -1.0, 0.7], [-1.0, -0.7, -0.3], [1.3, -1.3, -0.6], [0.0, 0.5, 0.6], [0.0, 0.1, -0.4], [1.4, -1.1, -0.1], [2.4, 0.7, -1.3], [1.6, -0.4, 1.2], [-0.2, -0.9, 0.9], [-2.0, 3.3, 0.6], [-0.9, -0.6, 0.1], [0.7, 0.9, -0.8], [-0.4, 0.6, 0.1], [-0.3, -0.4, 1.1], [0.6, 0.9, 0.4], [0.2, -0.3, -0.1]], "homo_ev": -11.95, "e_tot_ev": -53752.587, "relative_energy_ev": 1.9541, "total_charge": 1}

{"formula": "C5H13N2S", "method": "wB97M-V/def2-TZVPD", "species": ["C", "C", "S", "N", "H", "H", "H", "H", "H", "H", "C", "C", "C", "N", "H", "H", "H", "H", "H", "H", "H"], "coordinates": [[-0.2503, -1.4690, 2.5742], [0.6340, -2.5035, 1.9006], [1.4124, -1.9170, 0.3504], [-1.2319, -0.8001, 1.7322], [0.4115, -0.6992, 3.0028], [-0.7384, -1.8513, 3.4820], [0.0420, -3.3966, 1.6480], [1.3949, -2.8620, 2.6005], [-1.8960, -1.4931, 1.4137], [-0.7301, -0.5097, 0.8898], [0.1239, 3.2739, -1.3537], [0.3422, 1.7739, -1.3191], [-0.0397, 0.9756, -2.3268], [0.0485, -0.3943, -2.3129], [-0.4542, 3.5017, -2.2529], [-0.4707, 3.5829, -0.4919], [1.0563, 3.8423, -1.3458], [0.7158, 1.3362, -0.3997], [-0.3781, 1.4252, -3.2558], [-0.3950, -0.9154, -3.0412], [0.4030, -0.9006, -1.4945]], "forces_ev_per_angstrom": [[0.6, 0.7, 0.8], [-0.2, -0.6, -0.5], [0.2, 0.1, 0.2], [0.0, 0.1, 0.0], [0.0, 0.1, -0.4], [-0.2, -0.4, -0.3], [-0.1, 0.1, 0.1], [0.0, 0.2, 0.1], [-0.1, -0.1, -0.1], [0.0, -0.1, 0.1], [0.0, -0.8, -0.1], [-0.3, 0.5, -0.1], [0.5, -0.1, 0.6], [0.1, 0.1, -0.3], [0.1, 0.3, 0.0], [0.0, 0.1, 0.0], [0.0, 0.1, 0.0], [0.1, -0.1, 0.0], [-0.2, -0.1, 0.0], [0.0, -0.1, 0.0], [-0.2, 0.1, 0.0]], "homo_ev": -2.81, "e_tot_ev": -19211.856, "relative_energy_ev": 0.4227, "total_charge": -1}

{"formula": "C5H13N2S", "method": "wB97M-V/def2-TZVPD", "species": ["C", "N", "C", "C", "C", "S", "N", "C", "H", "H", "H", "H", "H", "H", "H", "H", "H", "H", "H", "H", "H"], "coordinates": [[-0.7056, -2.6924, 1.3816], [-0.1317, -1.9477, 0.2657], [-0.8380, -0.7877, -0.3255], [0.0484, 0.3615, -0.6880], [-0.8600, 1.5583, -1.2062], [-2.2842, 2.0388, -0.1635], [0.8871, 0.8302, 0.4524], [1.9546, 1.7367, 0.0004], [-0.6663, -3.7445, 1.0749], [-1.7168, -2.4046, 1.6302], [-0.1098, -2.6307, 2.2976], [0.8361, -1.7387, 0.4275], [-1.2757, -1.1569, -1.2649], [-1.6690, -0.5424, 0.3422], [0.7386, 0.0150, -1.4586], [-1.0422, 1.3996, -2.2938], [-0.2221, 2.4356, -1.2239], [0.2577, 1.3224, 1.0861], [2.8401, 1.2266, -0.4163], [2.2661, 2.3041, 0.8814], [1.6927, 2.4168, -0.7993]], "forces_ev_per_angstrom": [[0.9, -0.3, -0.7], [0.2, 0.2, -0.2], [-0.3, -1.9, 0.5], [-0.6, 1.6, 0.8], [0.8, -0.3, -0.5], [0.2, -0.3, -0.2], [0.2, -0.3, -0.8], [0.1, -0.4, 0.6], [-0.5, -0.2, 0.4], [-0.3, 0.2, -0.2], [0.0, 0.3, 0.1], [0.1, 0.3, 0.2], [-0.2, 0.3, 0.0], [0.2, 0.6, -0.2], [0.1, 0.1, -0.2], [-0.5, -0.2, 0.6], [0.3, 0.1, 0.0], [0.0, 0.1, -0.2], [-0.3, -0.4, 0.4], [0.2, 0.1, -0.2], [-0.5, 0.5, -0.1]], "homo_ev": -2.46, "e_tot_ev": -19211.256, "relative_energy_ev": 1.0230, "smiles": "CNC[C@@H](C[S-])NC", "total_charge": -1}